{"formula": "C16H32Cl16F4MgN2O8S4", "method": "the ωB97M-V functional and the def2-TZVPD basis", "total_charge": 0, "homo_ev": -10.27, "e_above_lowest_kj_mol": 0.0, "lumo_energy_ha": -0.1489, "elements": ["Mg", "N", "S", "O", "O", "F", "S", "O", "O", "F", "N", "S", "O", "O", "F", "S", "O", "O", "F", "Cl", "C", "C", "Cl", "H", "H", "H", "H", "Cl", "C", "C", "Cl", "H", "H", "H", "H", "Cl", "C", "C", "Cl", "H", "H", "H", "H", "Cl", "C", "C", "Cl", "H", "H", "H", "H", "Cl", "C", "C", "Cl", "H", "H", "H", "H", "Cl", "C", "C", "Cl", "H", "H", "H", "H", "Cl", "C", "C", "Cl", "H", "H", "H", "H", "Cl", "C", "C", "Cl", "H", "H", "H", "H"], "coordinates": [[0.076, -3.185, 1.707], [-2.826, -2.983, 4.811], [-4.115, -2.295, 5.543], [-5.279, -2.196, 4.737], [-3.800, -1.248, 6.450], [-4.411, -3.507, 6.528], [-2.385, -1.829, 3.800], [-3.303, -0.939, 3.232], [-1.356, -2.430, 2.932], [-1.485, -1.046, 4.811], [0.312, -2.008, 0.282], [0.245, -0.312, 0.310], [-0.971, 0.240, -0.112], [1.474, 0.302, 0.025], [0.227, -0.282, 1.886], [0.765, -2.164, -1.278], [2.146, -2.412, -1.420], [0.061, -1.359, -2.180], [0.103, -3.601, -1.425], [2.214, -3.431, -4.437], [1.080, -2.226, -5.120], [-0.238, -2.856, -5.480], [-1.492, -1.635, -5.829], [1.586, -1.792, -5.981], [0.960, -1.404, -4.419], [-0.561, -3.505, -4.666], [-0.189, -3.510, -6.347], [2.177, 3.354, 5.727], [1.706, 1.660, 5.336], [0.276, 1.573, 4.896], [-0.845, 1.625, 6.259], [1.889, 1.135, 6.267], [2.378, 1.373, 4.532], [0.085, 0.723, 4.243], [0.038, 2.392, 4.219], [4.069, 1.854, -2.524], [4.520, 0.135, -2.623], [6.031, 0.013, -2.690], [6.657, 0.744, -4.186], [4.029, -0.361, -3.454], [4.207, -0.328, -1.690], [6.296, -1.042, -2.707], [6.469, 0.485, -1.818], [6.447, -1.490, 0.340], [4.908, -1.894, 1.160], [4.384, -0.677, 1.885], [3.033, -1.134, 2.993], [5.143, -2.720, 1.826], [4.192, -2.213, 0.405], [3.941, 0.006, 1.160], [5.116, -0.122, 2.461], [2.080, 2.589, 1.924], [1.368, 3.239, 0.454], [1.088, 4.717, 0.483], [2.621, 5.649, 0.554], [0.496, 2.695, 0.085], [2.009, 3.053, -0.411], [0.546, 5.052, 1.363], [0.538, 4.990, -0.415], [-2.306, 2.400, 2.838], [-3.550, 2.163, 1.583], [-3.770, 3.391, 0.760], [-2.198, 3.875, -0.012], [-4.470, 1.845, 2.073], [-3.191, 1.322, 1.002], [-4.147, 4.290, 1.230], [-4.381, 3.132, -0.103], [-4.165, 0.897, -4.460], [-2.560, 1.672, -4.246], [-1.892, 1.198, -2.967], [-0.291, 1.961, -2.903], [-2.793, 2.735, -4.228], [-1.937, 1.494, -5.117], [-1.704, 0.143, -3.144], [-2.494, 1.433, -2.096], [-2.863, -3.999, -1.752], [-4.048, -2.789, -2.273], [-3.812, -1.452, -1.603], [-3.715, -1.504, 0.177], [-5.032, -3.170, -1.997], [-4.060, -2.693, -3.357], [-4.526, -0.686, -1.888], [-2.828, -1.118, -1.929]]}

{"formula": "C22H24N4O5S2", "method": "the ωB97M-V functional and the def2-TZVPD basis", "total_charge": 0, "homo_ev": -8.48, "smiles": "CCOC(=O)CSc1nnc(-c2ccc(S(=O)(=O)N3CCOCC3)cc2)n1-c1ccccc1", "e_above_lowest_kj_mol": 42.7, "lumo_energy_ha": 0.0028, "elements": ["C", "C", "H", "H", "O", "C", "O", "C", "H", "H", "S", "C", "N", "N", "C", "N", "C", "C", "C", "C", "C", "C", "H", "H", "H", "H", "H", "C", "C", "C", "C", "C", "C", "H", "H", "S", "O", "O", "N", "C", "H", "C", "H", "O", "C", "H", "C", "H", "H", "H", "H", "H", "H", "H", "H", "H", "H"], "coordinates": [[7.615, 1.553, 1.574], [6.763, 2.008, 0.399], [5.764, 2.299, 0.739], [7.231, 2.837, -0.133], [6.630, 0.972, -0.583], [5.698, 0.054, -0.372], [4.962, 0.013, 0.577], [5.683, -0.945, -1.516], [6.563, -1.586, -1.474], [5.647, -0.420, -2.470], [4.226, -2.011, -1.356], [3.054, -0.731, -1.446], [3.197, 0.385, -2.112], [2.081, 1.093, -1.950], [1.253, 0.417, -1.192], [1.836, -0.777, -0.832], [1.340, -1.839, -0.049], [0.172, -2.490, -0.427], [-0.300, -3.534, 0.347], [0.389, -3.927, 1.483], [1.555, -3.275, 1.850], [2.038, -2.227, 1.087], [2.941, -1.704, 1.362], [2.091, -3.581, 2.735], [0.016, -4.744, 2.081], [-1.207, -4.044, 0.058], [-0.354, -2.175, -1.317], [-0.055, 0.899, -0.788], [-0.701, 1.813, -1.623], [-1.944, 2.308, -1.278], [-2.534, 1.892, -0.099], [-1.898, 1.008, 0.751], [-0.654, 0.510, 0.411], [-0.144, -0.161, 1.085], [-2.384, 0.732, 1.672], [-4.159, 2.476, 0.361], [-4.637, 3.398, -0.630], [-4.153, 2.887, 1.733], [-5.010, 1.019, 0.288], [-5.264, 0.589, -1.071], [-4.317, 0.592, -1.613], [-5.854, -0.823, -1.024], [-6.141, -1.156, -2.022], [-7.023, -0.866, -0.243], [-6.776, -0.425, 1.073], [-7.733, -0.473, 1.594], [-6.227, 1.002, 1.079], [-5.969, 1.329, 2.085], [-6.976, 1.687, 0.655], [-6.053, -1.094, 1.562], [-5.100, -1.509, -0.607], [-5.964, 1.275, -1.570], [-2.470, 3.014, -1.902], [-0.207, 2.121, -2.531], [7.747, 2.379, 2.267], [7.126, 0.733, 2.096], [8.590, 1.221, 1.227]]}

{"formula": "C41H49AsMnN4O3", "method": "the ωB97M-V functional and the def2-TZVPD basis", "spin_multiplicity": 4, "total_charge": 2, "homo_ev": [-12.83, -12.80], "lumo_energy_ha": [-0.2396, -0.2712], "elements": ["Mn", "O", "C", "O", "C", "C", "C", "C", "C", "C", "H", "H", "H", "H", "H", "C", "N", "C", "C", "O", "N", "C", "C", "H", "H", "H", "H", "H", "H", "H", "H", "H", "H", "H", "H", "C", "C", "C", "N", "C", "C", "H", "H", "H", "H", "H", "C", "C", "C", "C", "C", "C", "As", "N", "C", "C", "C", "C", "C", "C", "C", "C", "C", "C", "C", "C", "C", "C", "C", "C", "C", "C", "H", "H", "H", "H", "H", "H", "H", "H", "H", "H", "H", "H", "H", "H", "H", "H", "H", "H", "H", "H", "H", "H", "H", "H", "H", "H", "H"], "coordinates": [[0.376, -1.466, 1.073], [-0.391, -2.358, 2.742], [-1.528, -2.252, 2.183], [-1.483, -1.673, 1.011], [-2.776, -2.716, 2.755], [-2.760, -3.337, 4.003], [-3.948, -3.792, 4.546], [-5.137, -3.622, 3.844], [-5.150, -3.000, 2.599], [-3.966, -2.543, 2.048], [-1.823, -3.458, 4.533], [-3.953, -4.275, 5.514], [-6.066, -3.979, 4.271], [-6.081, -2.872, 2.065], [-3.956, -2.053, 1.083], [1.390, 0.205, 5.516], [1.572, 0.162, 4.059], [2.523, -0.833, 3.584], [0.682, 0.677, 3.197], [0.547, 0.150, 2.037], [-0.065, 1.739, 3.503], [-1.170, 2.099, 2.607], [0.459, 2.869, 4.285], [1.304, -0.817, 5.885], [0.482, 0.737, 5.773], [2.240, 0.684, 6.001], [3.372, -0.853, 4.263], [2.893, -0.562, 2.597], [2.073, -1.830, 3.566], [-1.683, 1.210, 2.253], [-0.802, 2.668, 1.751], [-1.871, 2.711, 3.171], [1.423, 2.633, 4.719], [-0.238, 3.138, 5.076], [0.584, 3.722, 3.617], [1.130, -5.842, -0.556], [0.366, -4.966, -1.313], [0.147, -3.692, -0.839], [0.647, -3.290, 0.337], [1.373, -4.142, 1.087], [1.642, -5.424, 0.664], [1.318, -6.848, -0.911], [-0.059, -5.259, -2.263], [-0.438, -2.968, -1.389], [1.722, -3.783, 2.045], [2.231, -6.083, 1.288], [-2.338, 0.469, -6.798], [-1.845, 0.567, -5.379], [-0.706, 1.296, -5.063], [-0.216, 1.396, -3.764], [1.060, 2.193, -3.591], [-0.917, 0.735, -2.733], [-0.538, 0.823, -0.836], [0.790, -0.623, -0.596], [1.815, -1.080, -1.362], [2.954, -1.634, -0.704], [4.026, -2.101, -1.415], [3.992, -2.067, -2.817], [2.880, -1.558, -3.485], [1.804, -1.063, -2.781], [0.380, 2.533, -0.616], [1.678, 2.803, -0.197], [2.686, 1.754, 0.212], [2.100, 4.133, -0.145], [1.270, 5.195, -0.460], [1.760, 6.623, -0.418], [-0.045, 4.899, -0.801], [-0.513, 3.594, -0.883], [-1.968, 3.397, -1.258], [-2.073, -0.012, -3.030], [-2.896, -0.730, -1.976], [-2.510, -0.083, -4.346], [-1.837, 1.189, -7.444], [-3.412, 0.650, -6.852], [-2.156, -0.529, -7.202], [-0.171, 1.807, -5.858], [1.566, 2.285, -4.553], [1.759, 1.736, -2.892], [0.864, 3.202, -3.225], [3.008, -1.607, 0.378], [4.899, -2.479, -0.900], [4.837, -2.439, -3.383], [2.851, -1.556, -4.568], [0.928, -0.711, -3.299], [2.212, 0.877, 0.644], [3.362, 2.167, 0.961], [3.304, 1.430, -0.633], [3.120, 4.337, 0.168], [2.779, 6.685, -0.039], [1.123, 7.240, 0.218], [1.746, 7.067, -1.414], [-0.735, 5.711, -1.015], [-2.466, 4.363, -1.328], [-2.512, 2.804, -0.515], [-2.092, 2.904, -2.222], [-3.275, -0.044, -1.217], [-2.329, -1.497, -1.440], [-3.748, -1.218, -2.445], [-3.408, -0.651, -4.570]]}

{"formula": "C21H23N3O3S", "method": "the ωB97M-V functional and the def2-TZVPD basis", "total_charge": 0, "homo_ev": -7.41, "e_above_lowest_kj_mol": 1989.3, "lumo_energy_ha": 0.0094, "elements": ["C", "H", "H", "C", "N", "C", "O", "C", "H", "H", "S", "C", "N", "C", "C", "C", "C", "C", "C", "C", "O", "N", "C", "C", "C", "C", "C", "C", "H", "O", "C", "H", "H", "H", "H", "H", "H", "H", "H", "H", "H", "C", "C", "H", "H", "H", "H", "H", "H", "H", "H"], "coordinates": [[4.454, 3.769, 1.530], [4.506, 4.629, 1.988], [4.448, 3.876, 0.383], [3.212, 3.003, 1.757], [3.259, 1.776, 0.908], [2.655, 1.942, -0.149], [2.254, 3.106, -0.560], [2.607, 0.478, -1.052], [3.587, 0.024, -1.120], [2.135, 0.876, -2.051], [1.330, -0.803, -0.195], [-0.005, -0.402, -1.111], [0.125, 0.567, -2.353], [-1.256, 0.759, -2.835], [-1.051, 1.596, -4.021], [-2.296, 2.058, -4.565], [-3.466, 1.506, -4.378], [-3.546, 0.586, -3.189], [-2.485, 0.081, -2.565], [-2.516, -0.648, -1.262], [-3.351, -1.323, -0.951], [-1.266, -0.824, -0.515], [-1.248, -1.716, 0.538], [-1.405, -2.961, 0.511], [-1.235, -4.094, 1.486], [-1.124, -3.235, 2.692], [-0.811, -1.702, 2.747], [-1.057, -1.200, 1.711], [-0.850, 0.114, 1.850], [-0.725, -1.065, 3.979], [-0.665, -1.970, 5.223], [-1.465, -2.446, 5.363], [-0.507, -1.122, 5.980], [0.291, -2.500, 5.154], [-0.974, -3.782, 3.627], [-1.564, -4.991, 1.539], [-1.420, -3.633, -0.696], [-4.633, 0.194, -2.792], [-4.416, 1.559, -4.819], [-2.305, 2.603, -5.310], [-0.292, 2.293, -4.250], [3.526, 0.685, 1.977], [2.728, 0.083, 2.870], [1.797, -0.131, 2.349], [3.174, -0.943, 3.338], [2.418, 0.806, 3.423], [3.761, -0.107, 0.897], [4.539, 0.950, 2.037], [2.375, 3.505, 1.506], [3.156, 2.764, 3.043], [5.366, 3.009, 1.763]]}

{"formula": "C3H10N2O2S", "method": "the ωB97M-V functional and the def2-TZVPD basis", "total_charge": 0, "homo_ev": -9.19, "smiles": "NC(=O)[C@@H](N)CS.O", "e_above_lowest_kj_mol": 87.8, "lumo_energy_ha": 0.0259, "elements": ["N", "C", "C", "S", "C", "N", "O", "H", "H", "H", "H", "H", "H", "H", "H", "H", "H", "O"], "coordinates": [[0.307, 0.303, -1.321], [0.063, -0.569, -0.194], [0.170, 0.138, 1.156], [1.737, -0.279, 2.052], [-1.295, -1.252, -0.195], [-1.320, -2.626, -0.096], [-2.351, -0.673, -0.383], [0.044, -0.160, -2.173], [2.546, 0.672, 1.659], [-0.262, 1.151, -1.333], [0.845, -1.330, -0.279], [-0.510, -0.288, 1.893], [-0.072, 1.193, 1.024], [-0.498, -3.162, 0.174], [-2.224, -3.047, 0.005], [0.937, 2.574, -0.928], [1.315, 3.980, -0.570], [0.569, 3.375, -0.491]]}

{"formula": "C3H3N2OS", "method": "the ωB97M-V functional and the def2-TZVPD basis", "total_charge": -1, "homo_ev": -2.63, "smiles": "Nc1nocc1[S-]", "e_above_lowest_kj_mol": 34.4, "lumo_energy_ha": 0.1461, "elements": ["C", "C", "C", "N", "N", "O", "S", "H", "H", "H"], "coordinates": [[0.696, -1.554, 0.171], [0.216, -0.446, 0.780], [-0.091, 0.447, -0.475], [0.204, -0.185, -1.562], [-0.554, 1.721, -0.306], [0.704, -1.430, -1.208], [-0.118, 0.071, 2.355], [1.030, -2.500, 0.546], [-0.838, 1.835, 0.666], [-1.249, 2.042, -0.967]]}

The calculation returns the following electronic energy values, one per record and in order: -296486.2557, -61071.3762, -147561.6467, -43579.4395, -21183.8521, -19022.5730 eV.